Formula: C48H92IN4O7S2
Source: the OMol25 dataset
Level of theory: ωB97M-V/def2-TZVPD

Results
Multiplicity: 1
M: 1028.32 g mol⁻¹
DFT total energy: -101325.5022 eV
Gap between HOMO and LUMO: 0.2833 Eh
HOMO: -10.0 eV
Total charge: +1

The geometry in XYZ format:
```
154
Properties=species:S:1:pos:R:3:forces:R:3
C 8.837 -1.239 2.891 0.1 0.3 -0.6
C 8.235 -0.496 1.700 -0.4 -0.2 0.5
C 7.055 0.404 2.106 0.5 0.5 -0.3
C 7.266 1.897 1.790 -0.4 -0.6 0.4
N 6.076 2.485 1.137 0.1 0.5 0.0
C 5.310 3.291 2.107 0.0 0.1 0.0
C 4.167 4.103 1.526 -0.4 -0.4 0.0
C 2.992 3.248 1.005 0.3 0.2 0.3
C 1.919 3.045 2.094 0.0 0.0 -0.7
C 0.486 3.288 1.631 -0.4 -0.1 0.8
N -0.382 3.425 2.814 0.0 0.3 -0.6
C -1.819 3.590 2.508 0.2 -0.2 0.4
C -2.724 2.601 3.288 0.4 0.4 0.0
C -2.054 1.793 4.376 -0.9 -1.0 0.2
C -2.925 0.562 4.728 0.2 0.4 0.1
I -1.781 2.990 6.127 0.3 0.2 0.0
C -2.151 3.592 1.019 -0.3 -0.1 0.3
N -1.377 2.600 0.194 0.0 0.6 0.0
C -0.068 2.158 0.790 0.9 -0.1 0.1
C -0.243 0.813 1.481 -1.0 0.2 -0.3
C -0.398 -0.265 0.417 -0.1 -0.2 1.1
C 0.940 -0.707 -0.117 0.0 -0.2 -0.4
C 0.837 -0.888 -1.617 0.0 0.4 0.2
N 0.604 0.438 -2.177 0.1 -0.5 -0.7
C 1.548 1.402 -2.317 0.1 0.1 0.1
C 0.945 2.528 -2.797 0.4 0.7 0.0
C -0.414 2.234 -2.974 -0.7 0.2 0.0
C -0.596 0.936 -2.594 0.0 -0.4 0.3
C 6.486 3.272 0.022 0.0 -0.2 -0.1
S 5.974 2.957 -1.467 -0.4 -0.1 -0.2
S 7.545 4.668 0.358 0.1 0.3 0.4
C 9.181 4.275 -0.354 -0.2 0.2 -0.4
C 9.245 3.481 -1.644 0.4 -0.3 -0.1
C 9.319 1.967 -1.459 -0.1 0.3 0.3
H 9.491 -2.027 2.538 0.1 -0.3 0.1
H 8.059 -1.662 3.510 -0.1 -0.2 0.2
H 9.445 -0.554 3.470 0.0 0.1 0.4
H 9.019 0.097 1.246 0.1 0.1 -0.3
H 7.878 -1.221 0.978 0.1 -0.1 -0.3
H 6.910 0.310 3.175 -0.3 -0.1 0.3
H 6.147 0.110 1.596 -0.2 -0.2 0.0
H 8.145 2.026 1.173 0.1 0.0 -0.3
H 7.459 2.419 2.723 0.2 0.3 0.1
H 4.901 2.614 2.851 0.0 -0.3 0.1
H 5.984 3.960 2.643 0.2 0.2 0.1
H 3.780 4.702 2.346 0.1 0.3 0.1
H 4.498 4.807 0.772 0.2 0.1 -0.2
H 3.384 2.287 0.689 0.1 -0.2 -0.2
H 2.588 3.724 0.116 -0.3 0.1 -0.1
H 2.095 3.747 2.901 0.0 0.1 0.3
H 2.009 2.048 2.502 -0.1 -0.2 0.3
H 0.491 4.224 1.062 0.0 0.0 -0.4
H -0.088 4.266 3.288 0.1 -0.1 0.4
H -2.107 4.580 2.842 -0.1 0.3 0.1
H -3.496 3.186 3.775 -0.4 0.1 -0.1
H -3.252 1.941 2.604 0.0 -0.3 -0.1
H -1.090 1.418 4.088 0.5 0.4 0.0
H -2.404 -0.346 4.449 0.1 -0.3 -0.2
H -3.882 0.603 4.222 -0.2 -0.1 -0.1
H -3.120 0.497 5.788 0.0 -0.1 0.2
H -2.039 4.577 0.592 0.4 0.2 -0.3
H -3.195 3.332 0.918 -0.3 0.0 -0.1
H -1.953 1.795 -0.039 0.0 -0.1 0.0
H -1.153 3.037 -0.701 0.0 -0.1 -0.3
H 0.611 2.019 -0.050 -0.1 0.0 -0.2
H 0.576 0.611 2.154 0.3 -0.1 0.1
H -1.145 0.814 2.089 -0.1 0.2 0.2
H -0.944 -1.100 0.841 -0.1 -0.3 0.0
H -1.017 0.112 -0.392 -0.1 0.0 -0.1
H 1.670 0.077 0.078 0.3 0.0 0.0
H 1.302 -1.613 0.353 0.0 -0.2 0.2
H 1.736 -1.345 -2.009 0.1 0.1 -0.4
H -0.015 -1.503 -1.881 -0.1 -0.3 -0.1
H 2.571 1.242 -2.063 0.4 -0.2 0.1
H 1.432 3.461 -2.999 0.1 0.2 -0.1
H -1.196 2.867 -3.344 -0.1 0.2 -0.2
H -1.479 0.328 -2.580 -0.2 -0.2 -0.2
H 9.589 5.259 -0.547 0.0 0.3 0.1
H 9.809 3.830 0.406 0.0 -0.2 0.3
H 10.169 3.777 -2.131 0.2 0.2 -0.1
H 8.448 3.768 -2.318 -0.2 0.1 -0.1
H 9.845 1.757 -0.532 0.2 -0.2 0.2
H 9.877 1.502 -2.257 0.0 -0.2 -0.3
H 8.338 1.516 -1.377 -0.1 -0.2 -0.1
C 6.937 -2.034 -4.280 0.2 0.0 -0.1
C 7.538 -0.649 -4.372 -0.1 0.0 0.0
O 8.606 -0.455 -4.899 0.1 0.0 0.0
C 6.732 0.477 -3.769 0.2 0.1 -0.1
H 7.606 -2.752 -4.746 0.0 0.0 0.0
H 6.788 -2.308 -3.234 -0.1 0.0 0.0
H 5.972 -2.058 -4.791 0.0 0.0 0.1
H 6.580 0.297 -2.703 -0.1 0.0 0.0
H 5.760 0.549 -4.259 -0.1 0.0 0.1
H 7.268 1.415 -3.898 0.0 0.0 0.0
C -2.682 -4.333 -4.712 0.1 -0.1 0.2
C -1.538 -3.437 -4.332 0.0 0.0 -0.1
O -0.975 -3.537 -3.261 0.0 0.1 0.1
C -1.126 -2.404 -5.349 0.1 0.1 0.2
H -2.884 -5.030 -3.903 0.0 0.0 0.0
H -3.575 -3.735 -4.905 0.0 0.0 -0.2
H -2.431 -4.896 -5.612 -0.1 0.1 -0.1
H -1.968 -1.743 -5.561 0.0 -0.1 -0.1
H -0.822 -2.893 -6.275 -0.1 0.0 0.0
H -0.293 -1.818 -4.962 0.0 0.0 0.0
C -8.540 0.876 4.379 0.1 -0.1 -0.2
C -7.046 0.967 4.546 0.0 0.0 0.0
O -6.290 0.834 3.605 0.0 0.0 0.0
C -6.534 1.229 5.937 0.2 0.0 -0.2
H -8.783 0.684 3.337 0.0 0.0 0.0
H -8.932 0.067 4.998 0.0 0.1 0.1
H -9.008 1.810 4.692 0.0 0.0 0.1
H -6.851 0.432 6.611 -0.1 0.1 0.1
H -6.917 2.182 6.305 -0.1 -0.1 0.1
H -5.449 1.269 5.905 0.0 0.0 0.1
C -7.256 -0.204 10.429 0.0 0.1 -0.2
C -7.657 -1.211 9.379 0.0 0.0 0.1
O -7.855 -0.885 8.231 0.0 0.0 -0.1
C -7.801 -2.642 9.831 0.0 0.0 -0.2
H -7.188 0.784 9.980 0.0 0.0 0.0
H -7.996 -0.183 11.230 0.1 -0.1 0.1
H -6.289 -0.473 10.855 0.0 0.0 0.1
H -8.562 -2.714 10.609 0.1 0.0 0.1
H -6.854 -3.004 10.234 0.0 0.0 0.1
H -8.092 -3.263 8.987 0.0 0.0 0.0
C -3.579 -7.530 -8.762 -0.1 0.1 0.1
C -3.053 -6.148 -8.455 0.0 -0.1 -0.1
O -3.759 -5.291 -7.980 0.0 0.1 0.1
C -1.598 -5.890 -8.772 -0.1 0.2 0.1
H -4.630 -7.586 -8.491 0.0 0.0 0.0
H -3.470 -7.744 -9.826 0.1 -0.1 0.0
H -3.021 -8.277 -8.197 0.1 0.0 -0.1
H -1.413 -6.042 -9.836 0.0 -0.1 0.0
H -0.963 -6.576 -8.208 0.0 -0.1 -0.1
H -1.345 -4.866 -8.510 0.0 0.0 0.0
C -3.748 -4.073 -1.160 -0.1 0.0 0.0
C -5.210 -4.384 -1.365 0.2 0.0 -0.1
O -5.684 -4.280 -2.472 -0.3 -0.2 0.0
C -6.025 -4.808 -0.169 -0.1 0.0 -0.2
H -3.328 -3.778 -2.115 0.1 0.0 0.0
H -3.626 -3.255 -0.446 0.0 -0.1 0.1
H -3.218 -4.952 -0.792 0.0 0.1 0.1
H -6.011 -4.025 0.590 0.1 0.0 0.1
H -5.608 -5.719 0.262 0.1 0.0 0.1
H -7.051 -4.994 -0.474 0.0 0.0 0.0
C -6.030 0.708 -4.866 0.2 0.0 -0.1
C -5.245 -0.481 -4.368 -0.1 0.0 0.0
O -4.168 -0.770 -4.841 0.1 0.0 0.0
C -5.853 -1.293 -3.252 0.2 0.2 -0.1
H -5.481 1.202 -5.664 0.0 0.0 0.0
H -6.999 0.383 -5.246 -0.1 0.0 0.1
H -6.196 1.415 -4.052 -0.1 0.0 0.0
H -6.818 -1.702 -3.551 -0.1 0.1 0.0
H -5.994 -0.663 -2.370 -0.1 0.0 0.0
H -5.187 -2.112 -3.014 0.0 -0.1 0.0
```
Forces are in eV/Å.